# 1
The following is a quantum chemistry calculation of a 5-piece molecular cluster, C15H37BFN4O7P overall, from the OMol25 dataset.

2S+1 ... 1
SMILES ... C[C@@H](F)BCP(=O)(O)O.CNC(C)=O.CNC(C)=O.CNC(C)=O.CNC(C)=O
Total energy ... -1805.6302 hartree
E_HOMO ... -8.66 eV

Last column: Mulliken charge in e.
Atoms and positions in Å:
1 P -2.60588 -0.30184 -4.24163  0.945
2 F 1.66987 1.60600 -3.56221  -0.335
3 O -1.92734 -0.85468 -2.84176  -0.388
4 O -2.84656 -1.55046 -5.29672  -0.530
5 O 2.93179 -2.28570 4.92905  -0.664
6 O -3.95206 0.23299 -3.88954  -0.698
7 O -3.96445 1.59088 4.00483  -0.618
8 O -1.21336 -2.39225 2.20335  -0.617
9 O 4.58743 0.53302 -4.57634  -0.611
10 N 5.47774 2.02396 -5.99078  -0.150
11 N -5.09642 2.87642 5.44632  -0.200
12 N 1.24359 -3.36543 3.92686  -0.047
13 N -2.45454 -1.34114 0.66351  -0.118
14 C -4.10678 1.99504 5.14999  0.784
15 C -1.83573 -1.38734 1.86814  0.594
16 C 5.26949 1.53269 -4.74020  0.770
17 C -3.20798 1.54538 6.27388  -1.139
18 C -1.63435 1.06759 -4.99688  -0.530
19 C -5.42090 3.46475 6.73174  -0.855
20 C 1.88057 -0.68919 -4.28946  -1.145
21 C 2.96385 -4.67286 5.08628  -1.235
22 C 6.24883 3.18835 -6.38176  -0.854
23 C 0.46314 -4.50851 3.50141  -0.803
24 C 2.39061 -3.34704 4.64871  0.798
25 C 5.90452 2.26367 -3.58551  -1.327
26 C -1.94695 -0.17647 2.75471  -1.046
27 C 0.91273 0.44862 -3.87657  0.405
28 C -3.23316 -0.25615 0.09230  -0.750
29 B -0.05095 0.86440 -5.08364  0.117
30 H 1.24277 -1.55870 -4.54195  0.379
31 H 5.64732 1.75430 -2.66120  0.282
32 H -2.99008 0.02292 2.99974  0.333
33 H -0.54328 -4.41579 3.90949  0.238
34 H -2.76918 0.05237 -0.84175  0.149
35 H -1.50899 -1.71884 -2.97155  0.285
36 H -3.29128 0.59529 0.76342  0.327
37 H 5.02449 1.48683 -6.71279  0.219
38 H 0.39293 0.14710 -2.95174  0.128
39 H 6.68783 3.68396 -5.52222  0.326
40 H -2.02832 -1.79015 -5.75883  0.335
41 H -2.68244 2.39892 6.70427  0.351
42 H 0.90008 -5.44670 3.83206  0.375
43 H -5.34625 4.55111 6.65664  0.284
44 H 5.59649 3.89057 -6.90419  0.281
45 H -1.50942 0.69271 2.26192  0.378
46 H 0.47072 1.07116 -6.13779  -0.089
47 H -4.75195 3.11594 7.51153  0.323
48 H 7.04544 2.87838 -7.06074  0.291
49 H -1.40374 -0.36123 3.67871  0.246
50 H -5.65680 3.13225 4.64848  0.240
51 H 2.49347 -0.39538 -5.14880  0.243
52 H 3.87525 -4.49466 5.65071  0.295
53 H -2.01777 1.16166 -6.03032  0.281
54 H -2.34016 -2.18275 0.12167  0.208
55 H 0.91222 -2.44893 3.66475  0.119
56 H 6.99056 2.26882 -3.69037  0.392
57 H -2.47293 0.84773 5.88210  0.165
58 H 0.39874 -4.50288 2.41361  0.251
59 H 3.20601 -5.28703 4.21780  0.336
60 H -6.44648 3.20136 6.99666  0.284
61 H -1.94460 1.99025 -4.47824  0.303
62 H -3.78974 1.04058 7.04635  0.352
63 H -4.24099 -0.61819 -0.11636  0.297
64 H 2.56346 -0.95194 -3.46779  0.333
65 H 5.53203 3.28766 -3.53395  0.373
66 H 2.25502 -5.20033 5.72623  0.334

# 2
The following is a quantum chemistry calculation of a 2-piece molecular cluster, CHF3N2 overall, from the OMol25 dataset.

2S+1 ... 1
Total energy ... -447.5017 hartree
E_HOMO (alpha / beta) ... -10.13 / -10.13 eV
Energy relative to the best compared isomer or geometry (same formula, charge and spin) ... 222.4 kcal per mole

Last column: Mulliken charge in e.
Atoms and positions in Å:
1 F 1.30418 2.27559 0.47147  -0.144
2 F -2.74766 1.43721 -0.46642  -0.080
3 F -2.14381 -0.05941 0.87489  -0.118
4 N 0.09589 1.61884 0.31719  -0.179
5 N -2.10173 0.30510 -0.42193  0.047
6 C -0.07068 0.75138 -0.51675  0.117
7 H 0.59679 0.16367 -1.20191  0.357

# 3
The following is a quantum chemistry calculation of a 2-piece molecular cluster, C4H10N2O3 overall, from the OMol25 dataset.

2S+1 ... 1
SMILES ... CC(=O)N(C)O.NC=O
Total energy ... -493.5895 hartree
E_HOMO ... -8.95 eV
Energy relative to the best compared isomer or geometry (same formula, charge and spin) ... 60.0 kcal per mole

Last column: Mulliken charge in e.
Atoms and positions in Å:
1 O -1.65805 -0.05971 -1.06134  -0.655
2 O -0.14638 1.97587 -0.73035  -0.461
3 O -0.23958 -1.27926 2.53867  -0.583
4 N -1.49389 0.60527 2.35482  -0.367
5 N 0.46749 0.70418 -0.53594  -0.001
6 C 1.75227 0.70822 -1.23500  -0.960
7 C -0.49100 -0.35268 -0.83541  0.843
8 C -0.37256 -0.13425 2.13242  0.267
9 C 0.04842 -1.75241 -0.83484  -1.274
10 H 2.28767 1.63176 -1.00310  0.322
11 H -2.30587 0.15021 2.75453  0.215
12 H -1.60231 1.50720 1.91415  0.235
13 H -1.05826 1.73129 -1.01135  0.360
14 H 0.39772 0.36244 1.29055  0.328
15 H 1.58505 0.67389 -2.31545  0.300
16 H 0.92026 -1.84881 -0.18494  0.371
17 H -0.71922 -2.42171 -0.44045  0.348
18 H 2.33265 -0.16537 -0.93479  0.358
19 H 0.29558 -2.03615 -1.86219  0.354

# 4
The following is a quantum chemistry calculation of an isolated ion of composition C2H4NO2 and charge -1, from the OMol25 dataset.

Net charge ... -1
2S+1 ... 1
SMILES ... [O-]N1C[C@H]1O
Total energy ... -283.7195 hartree
E_HOMO ... -1.74 eV
Energy relative to the best compared isomer or geometry (same formula, charge and spin) ... 120.2 kcal per mole

Last column: Mulliken charge in e.
Atoms and positions in Å:
1 O -2.41712 -0.58212 -0.25808  -0.781
2 O 1.12239 -1.47676 0.00232  -0.504
3 N -1.24695 -0.41760 0.46573  -0.200
4 C -0.10082 -0.62569 -0.36035  -0.400
5 C -0.40638 0.70586 0.26022  -0.330
6 H -0.37058 -0.93782 -1.32539  0.369
7 H 0.21491 0.85212 1.13672  0.200
8 H -0.72098 1.55400 -0.28231  0.391
9 H 1.60260 -0.82341 0.53672  0.254